DFT (wB97M-V/def2-TZVPD) results for C17H38O2PPtS3Si as an isolated structure.

```
63
C17H38O2PPtS3Si, DFT wB97M-V/def2-TZVPD
H -5.109 -0.263 0.181
H 0.439 -1.178 2.981
C -4.060 0.419 -1.571
C 2.184 -1.228 -2.131
O -3.400 1.761 1.375
Si 2.226 -0.661 -0.297
H -5.626 -1.028 -1.336
H -1.722 0.029 3.711
C 3.225 -0.419 -2.912
H 3.228 -0.737 -3.961
C 1.129 -1.579 0.964
Pt 1.673 1.776 -0.365
H -6.115 0.635 -0.965
P -2.720 2.238 0.031
C 0.816 -1.011 -2.785
H 2.085 -0.611 2.673
H 2.343 4.136 0.823
H 4.723 -0.473 -0.262
H 0.651 4.252 0.253
H -2.451 3.694 3.037
C -2.782 1.585 2.688
H -2.680 -0.532 2.329
H 3.515 -2.931 -1.751
C 1.733 -2.945 1.332
H 4.235 -0.562 -2.520
C 1.090 -0.716 2.231
H 1.079 -3.451 2.051
C -5.306 -0.090 -0.878
H 2.715 -2.844 1.797
H -3.639 1.520 3.358
C 3.971 -0.997 0.327
H 0.831 -1.407 -3.807
H -1.167 0.340 2.061
H 1.793 -3.337 -1.696
H 0.566 0.050 -2.839
H 4.199 -2.064 0.286
H -0.306 -2.488 -0.398
O -3.758 1.751 -1.049
C -0.289 -1.807 0.456
C -2.900 -0.537 -1.442
S -0.510 1.918 -0.725
H 4.087 -0.668 1.364
H -2.003 -0.136 -1.912
H -1.561 2.597 4.113
C 2.542 -2.722 -2.200
S -2.478 4.132 -0.125
H -1.037 2.832 2.435
H -3.153 -1.485 -1.919
H 1.839 -3.597 0.463
C 1.658 3.933 0.004
H 1.994 4.427 -0.906
H 2.586 -3.046 -3.246
H -4.269 0.596 -2.625
H -2.687 -0.728 -0.388
S 4.939 2.291 0.038
C -1.907 2.753 3.090
H 0.013 -1.515 -2.246
H -0.747 -0.868 0.147
C 3.504 2.041 -0.423
H -0.906 -2.249 1.247
H 0.718 0.287 2.024
H 3.000 0.648 -2.886
C -2.042 0.273 2.698
```

Summary:
Spin multiplicity: 2
Energy relative to the best compared isomer or geometry (same formula, charge and spin): 34.1 kcal per mole
Highest occupied orbital energy (alpha / beta): -7.2 / -7.6 eV
Frontier orbital gap (alpha / beta): 6.314 / 5.996 eV

Taken from the Mulliken analysis, the atomic charges in e are:
1 H 0.236
2 H 0.423
3 C 0.436
4 C 2.169
5 O -0.373
6 Si -0.839
7 H 0.414
8 H 0.555
9 C -1.870
10 H 0.478
11 C 2.670
12 Pt 1.130
13 H 0.387
14 P 0.689
15 C -1.627
16 H 0.418
17 H 0.421
18 H 0.326
19 H 0.238
20 H 0.388
21 C 0.322
22 H 0.261
23 H 0.343
24 C -1.817
25 H 0.349
26 C -2.060
27 H 0.516
28 C -1.354
29 H 0.365
30 H 0.257
31 C -1.555
32 H 0.570
33 H -0.546
34 H 0.319
35 H 0.279
36 H 0.416
37 H 0.506
38 O -0.382
39 C -1.628
40 C -0.735
41 S -0.335
42 H 0.275
43 H 0.171
44 H 0.455
45 C -1.793
46 S -0.353
47 H 0.176
48 H 0.503
49 H 0.303
50 C -1.377
51 H 0.436
52 H 0.493
53 H 0.305
54 H -0.010
55 S -0.177
56 C -1.244
57 H 0.219
58 H -0.156
59 C 0.217
60 H 0.625
61 H 0.255
62 H 0.326
63 C -0.407

***

DFT (wB97M-V/def2-TZVPD) results for a single C17H39BFN4O7P3 molecule.

```
72
C17H39BFN4O7P3, DFT wB97M-V/def2-TZVPD
H 3.983 -1.731 -2.195
H 1.990 0.151 3.645
H -3.744 2.797 -1.252
N -4.703 1.415 -2.510
N 2.902 -3.259 -0.093
H -3.915 -1.578 -0.027
H -1.160 -2.237 -3.721
C -2.266 1.116 0.440
H -4.380 -2.307 1.500
H -1.115 -1.420 4.072
N 3.334 -1.635 -2.965
C -1.636 -0.011 1.288
H -0.701 -4.115 -1.091
B 2.871 2.687 -0.187
O -6.852 0.039 0.779
C -0.120 0.048 3.405
H 3.712 0.302 1.365
C 1.382 -0.812 -0.787
O 1.768 0.541 -0.435
O -4.735 -0.264 1.353
C 4.134 0.519 0.381
O 4.696 -0.648 -0.152
H -0.943 -0.527 -3.261
C -2.870 0.863 -0.950
O -0.366 -0.450 0.769
C -3.921 -1.413 1.052
H 1.330 1.307 2.421
H 3.436 4.514 -1.174
H 4.443 4.194 0.235
H -2.637 -1.320 2.724
H -5.580 0.927 -2.368
H -1.978 -2.143 1.335
H -4.795 1.675 -0.393
H -3.039 1.564 1.077
H 4.903 1.295 0.524
H 1.121 1.589 4.164
H -4.913 2.244 -3.051
N -0.177 -1.022 4.082
H 0.940 -2.153 -2.940
H 4.716 3.296 -1.284
C -6.054 -0.510 1.434
H 6.041 0.357 -1.380
P -1.312 -2.028 -1.307
C -1.278 0.676 2.644
H 2.299 -1.394 1.539
H -1.013 1.717 2.432
P 1.902 -1.226 -2.548
C -1.491 -1.448 -3.043
P 1.930 -2.164 0.429
C -0.172 -0.693 -0.627
H 1.432 -0.021 -3.123
H 0.930 2.758 0.103
C -4.086 1.755 -1.224
O 1.750 3.095 0.491
H 6.743 -0.400 0.094
H -2.553 -1.245 -3.217
H 6.203 -1.407 -1.277
F 3.506 1.025 -1.841
H -2.135 1.111 -1.726
H -1.486 1.884 0.343
H 3.794 -3.267 0.387
C -2.532 -1.249 1.637
H -6.311 -1.253 2.208
O -0.296 -3.327 -1.480
H -0.442 0.207 -1.199
H 0.678 -2.664 0.790
C 3.955 3.718 -0.624
H -3.145 -0.178 -1.124
C 1.166 0.820 3.382
C 3.045 1.114 -0.521
H -2.176 0.700 3.270
C 5.993 -0.503 -0.702
```

Summary:
Highest occupied orbital energy: -8.0 eV
Frontier orbital gap: 8.218 eV

Taken from the Mulliken analysis, the atomic charges in e are:
1 H 0.286
2 H 0.418
3 H 0.424
4 N -0.544
5 N -0.876
6 H 0.151
7 H 0.404
8 C -2.225
9 H 0.738
10 H 0.294
11 N -0.922
12 C 2.634
13 H 0.392
14 B 0.234
15 O -0.428
16 C 0.604
17 H 0.076
18 C 0.814
19 O -0.759
20 O -0.220
21 C -1.277
22 O -0.170
23 H 0.373
24 C 0.352
25 O -0.053
26 C -1.169
27 H 0.071
28 H 0.346
29 H 0.321
30 H 0.540
31 H 0.228
32 H 0.077
33 H 0.358
34 H 0.732
35 H 0.629
36 H 0.444
37 H 0.235
38 N -0.913
39 H -0.067
40 H 0.321
41 C -0.003
42 H 0.298
43 P 0.197
44 C -1.675
45 H -0.064
46 H 0.686
47 P 0.728
48 C -1.259
49 P 0.808
50 C -1.177
51 H 0.043
52 H 0.306
53 C -1.021
54 O -0.419
55 H 0.323
56 H 0.479
57 H 0.320
58 F -0.507
59 H 0.669
60 H 0.567
61 H 0.288
62 C -0.906
63 H 0.415
64 O -0.451
65 H 0.306
66 H -0.058
67 C -0.974
68 H -0.712
69 C -1.131
70 C 1.286
71 H 0.564
72 C -0.802

***

DFT (wB97M-V/def2-TZVPD) results for C17H39Cl2I2NO7P3SSi as an isolated structure.

```
73
C17H39Cl2I2NO7P3SSi, DFT wB97M-V/def2-TZVPD
H 3.488 -3.505 -2.878
C 0.209 1.421 6.785
S -3.710 -1.809 2.805
P -2.622 -2.807 -1.135
H 2.960 -0.094 -1.010
H -0.364 1.642 -4.610
H 1.571 -0.768 1.857
H 1.324 6.000 -2.382
O -0.623 -2.157 2.749
H 4.058 -2.086 -1.762
C 0.139 -0.659 -3.708
C -1.905 0.705 0.785
I -2.805 3.789 1.434
H 2.086 0.604 7.479
P -2.107 -2.237 1.774
O -0.260 -1.421 0.092
H 1.175 -4.640 -2.816
N -1.314 0.037 -5.780
C -0.203 4.470 -2.481
C -2.836 1.828 0.359
Cl -2.932 -2.332 -3.228
H 1.630 -3.043 1.190
H -0.378 0.520 6.991
H -1.253 4.336 -2.201
H -0.381 -3.487 -2.864
H -1.365 -1.013 -5.793
C 0.272 5.862 -2.117
C -0.538 0.489 -4.718
C 3.167 -2.435 -2.460
H 0.656 5.405 -0.263
H 3.787 0.546 2.788
I -0.624 1.278 2.492
H -3.363 1.954 -1.856
H -0.318 6.618 -2.644
H 3.962 1.509 1.176
H 3.283 -1.111 1.113
H 2.250 1.986 6.369
H -3.370 -0.803 -0.017
H -4.597 0.773 -0.877
H 1.861 -4.677 0.282
C -3.943 1.747 -0.847
Cl 1.620 1.861 -0.397
H -0.251 0.917 -2.248
H -0.098 4.291 -3.555
H -3.159 -4.284 1.474
H -0.201 1.419 4.881
C 1.957 0.004 -0.368
H 1.295 -0.540 -3.851
C -0.260 -0.271 -2.130
O -1.708 -0.424 -1.737
O -0.307 2.044 5.618
O -4.276 -3.243 -0.648
H 0.371 3.711 -1.939
C 0.484 -3.910 -2.210
P -1.934 -1.009 -0.079
H -0.173 -3.053 2.757
O -2.204 -3.973 1.399
O 0.121 6.076 -0.721
C 2.407 -0.302 1.185
H 3.093 -1.645 -3.318
C 3.153 1.018 1.895
H 1.802 0.408 5.734
C 0.716 -0.915 -0.931
C 1.672 1.082 6.587
H 2.394 1.790 2.336
Si 1.611 -2.614 -1.347
H -4.827 -2.396 -0.681
C 2.218 -3.540 0.279
H 3.369 -3.414 0.445
H -4.722 2.629 -0.719
H 0.087 2.111 7.624
H -0.293 -1.685 -4.042
H -0.027 -4.577 -1.364
```

Summary:
Total charge: -1
Highest occupied orbital energy: -4.5 eV
Frontier orbital gap: 6.660 eV

Taken from the Mulliken analysis, the atomic charges in e are:
1 H 0.283
2 C -0.177
3 S -0.424
4 P 0.209
5 H 0.391
6 H 0.231
7 H -0.036
8 H 0.265
9 O -0.530
10 H 0.234
11 C 0.069
12 C 0.278
13 I -0.090
14 H 0.346
15 P 0.593
16 O 0.044
17 H 0.338
18 N -0.707
19 C -0.199
20 C -0.486
21 Cl -0.312
22 H 0.097
23 H 0.249
24 H 0.212
25 H 0.147
26 H 0.322
27 C -0.473
28 C -0.055
29 C -1.028
30 H 0.286
31 H 0.308
32 I 0.341
33 H 0.151
34 H 0.319
35 H 0.273
36 H 0.022
37 H 0.235
38 H -0.133
39 H 0.200
40 H 0.308
41 C -0.655
42 Cl -0.243
43 H -0.551
44 H 0.309
45 H 0.340
46 H -0.062
47 C -0.384
48 H 0.016
49 C 0.705
50 O -0.477
51 O -0.490
52 O -0.478
53 H -0.152
54 C -0.950
55 P -0.068
56 H 0.289
57 O -0.612
58 O -0.486
59 C 0.269
60 H 0.253
61 C -0.904
62 H 0.252
63 C 0.532
64 C -0.926
65 H 0.172
66 Si 0.662
67 H 0.321
68 C -0.988
69 H 0.270
70 H 0.337
71 H 0.266
72 H 0.070
73 H 0.267

***

DFT (wB97M-V/def2-TZVPD) results for C17H39GaOP3Se as an isolated structure.

```
62
C17H39GaOP3Se, DFT wB97M-V/def2-TZVPD
H 3.691 -0.690 0.332
H -4.060 2.110 -7.172
C -0.655 -3.393 2.876
H 2.193 -3.332 0.931
H 3.351 -1.698 4.132
O -1.060 1.551 2.771
H -1.415 -4.172 3.025
H -1.401 -3.302 -0.193
H -3.057 4.773 -5.920
H -3.517 -2.392 2.972
H -3.331 -0.695 2.421
H -2.782 -3.720 0.870
H 3.631 0.948 3.928
P 1.456 -1.395 -0.354
H -2.798 -2.190 -0.062
H 0.794 -0.323 -2.432
C -2.816 -1.545 2.894
H 0.622 0.983 4.809
P 1.707 -0.270 3.026
H 3.688 -1.453 -1.290
C 1.709 -3.179 -0.043
H -2.066 3.568 -6.957
C 0.532 3.651 -3.789
C -0.770 3.264 -4.124
H 1.694 -0.290 5.473
H -2.487 -1.257 3.905
P -1.383 -2.032 1.891
C -2.163 -2.897 0.486
H 3.623 0.930 2.137
C 0.695 -1.335 -2.016
H -2.518 2.188 -3.466
H 2.039 -2.657 3.391
Ga -0.079 -0.004 0.880
H -1.565 1.565 -1.285
C 0.338 2.538 -1.637
H -0.373 -1.583 -1.937
H 1.196 -2.065 -2.671
H 0.754 -3.721 -0.055
H 1.113 4.253 -4.480
C -4.092 3.037 -6.588
C -0.968 2.141 -1.992
C 0.964 -0.052 4.686
H -1.737 1.369 3.440
H 0.204 -3.831 2.356
H 0.100 -0.720 4.786
C 2.702 -1.794 3.249
H 2.118 3.566 -2.304
H 3.095 0.237 -1.076
H -1.215 3.553 -5.068
H -0.335 -3.017 3.855
C -3.009 3.825 -6.465
C -1.506 2.501 -3.220
C 2.998 1.030 3.032
H 2.360 -3.600 -0.827
H 3.330 -1.968 2.367
H -0.970 2.531 2.729
Se 1.086 2.192 0.051
H -1.364 0.421 0.047
C 1.098 3.278 -2.574
C 3.144 -0.763 -0.621
H 2.520 2.018 3.014
H -5.056 3.315 -6.148
```

Summary:
Energy relative to the best compared isomer or geometry (same formula, charge and spin): 0.0 kcal per mole
Total charge: +3
Highest occupied orbital energy (alpha / beta): -16.5 / -16.2 eV
Frontier orbital gap (alpha / beta): 3.665 / 2.565 eV

Taken from the Mulliken analysis, the atomic charges in e are:
1 H 0.277
2 H 0.257
3 C -1.305
4 H 0.286
5 H 0.531
6 O -0.415
7 H 0.525
8 H 0.293
9 H 0.348
10 H 0.475
11 H 0.362
12 H 0.495
13 H 0.475
14 P 0.589
15 H 0.363
16 H 0.313
17 C -1.274
18 H 0.367
19 P 0.717
20 H 0.501
21 C -1.190
22 H 0.274
23 C -0.892
24 C 0.274
25 H 0.480
26 H 0.332
27 P 0.402
28 C -1.171
29 H 0.334
30 C -1.195
31 H 0.462
32 H 0.305
33 Ga 0.852
34 H 0.565
35 C 0.684
36 H 0.312
37 H 0.507
38 H 0.326
39 H 0.436
40 C -0.415
41 C -0.043
42 C -1.210
43 H 0.258
44 H 0.314
45 H 0.299
46 C -1.218
47 H 0.466
48 H 0.278
49 H 0.020
50 H 0.364
51 C -0.569
52 C -0.830
53 C -1.319
54 H 0.547
55 H 0.336
56 H 0.269
57 Se 0.279
58 H -0.407
59 C -0.348
60 C -0.981
61 H 0.367
62 H 0.267